{
  "formula": "C70H183N9O26",
  "method": "the ωB97M-V functional and the def2-TZVPD basis",
  "symbols": ["C", "C", "O", "H", "H", "H", "H", "H", "H", "C", "C", "O", "H", "H", "H", "H", "H", "H", "C", "C", "O", "H", "H", "H", "H", "H", "H", "C", "C", "O", "H", "H", "H", "H", "H", "H", "C", "C", "O", "H", "H", "H", "H", "H", "H", "C", "C", "O", "H", "H", "H", "H", "H", "H", "C", "C", "O", "H", "H", "H", "H", "H", "H", "C", "C", "O", "H", "H", "H", "H", "H", "H", "C", "O", "C", "C", "N", "C", "C", "O", "C", "H", "H", "H", "H", "H", "H", "H", "H", "H", "H", "H", "H", "H", "H", "H", "C", "O", "C", "C", "N", "C", "C", "O", "C", "H", "H", "H", "H", "H", "H", "H", "H", "H", "H", "H", "H", "H", "H", "H", "C", "O", "C", "C", "N", "C", "C", "O", "C", "H", "H", "H", "H", "H", "H", "H", "H", "H", "H", "H", "H", "H", "H", "H", "C", "O", "C", "C", "N", "C", "C", "O", "C", "H", "H", "H", "H", "H", "H", "H", "H", "H", "H", "H", "H", "H", "H", "H", "C", "O", "C", "C", "N", "C", "C", "O", "C", "H", "H", "H", "H", "H", "H", "H", "H", "H", "H", "H", "H", "H", "H", "H", "C", "O", "C", "C", "N", "C", "C", "O", "C", "H", "H", "H", "H", "H", "H", "H", "H", "H", "H", "H", "H", "H", "H", "H", "C", "O", "C", "C", "N", "C", "C", "O", "C", "H", "H", "H", "H", "H", "H", "H", "H", "H", "H", "H", "H", "H", "H", "H", "C", "O", "C", "C", "N", "C", "C", "O", "C", "H", "H", "H", "H", "H", "H", "H", "H", "H", "H", "H", "H", "H", "H", "H", "C", "O", "C", "C", "N", "C", "C", "O", "C", "H", "H", "H", "H", "H", "H", "H", "H", "H", "H", "H", "H", "H", "H", "H"],
  "xyz": [[-0.83384, -2.08941, 6.09250], [-0.08864, -2.97934, 7.07515], [-0.47811, -2.57484, 8.39361], [-1.90440, -2.20946, 6.31253], [-0.69402, -2.31999, 5.03830], [-0.64470, -1.05732, 6.23648], [1.01860, -2.82919, 7.00665], [-0.22382, -4.06588, 6.83191], [0.18761, -2.79509, 9.05840], [0.30457, 3.29078, 6.90761], [0.41008, 1.88616, 6.47120], [-0.08669, 1.77867, 5.06500], [0.41010, 3.33610, 7.99402], [-0.67315, 3.69061, 6.53045], [1.11325, 3.82763, 6.38405], [-0.17134, 1.20934, 7.06412], [1.44783, 1.51247, 6.45537], [0.23441, 0.97083, 4.64748], [2.92707, 5.15495, -1.28875], [3.79234, 3.94115, -1.62730], [3.03150, 2.92271, -2.25990], [1.97022, 4.87517, -0.91992], [2.80376, 5.76455, -2.19594], [3.48068, 5.81536, -0.64597], [4.26944, 3.57512, -0.69700], [4.61766, 4.34513, -2.22256], [2.13535, 2.98957, -1.91318], [0.41434, 2.45777, -6.39158], [1.65752, 2.85995, -5.65338], [1.87436, 1.98677, -4.58408], [0.64193, 1.54701, -6.90672], [0.17194, 3.18076, -7.17270], [-0.32547, 2.30827, -5.57581], [1.51795, 3.92044, -5.30456], [2.52228, 2.93188, -6.29241], [2.62140, 2.33994, -4.06314], [6.31307, -1.11724, 3.85412], [5.74821, 0.09979, 3.16598], [6.47691, 0.33527, 1.93110], [5.79125, -1.18704, 4.81333], [7.35340, -0.93624, 4.20601], [6.19020, -2.05112, 3.33710], [5.88428, 0.98712, 3.78805], [4.70137, -0.00559, 2.97422], [7.43725, 0.11397, 2.07093], [3.99241, -0.00303, -0.52545], [5.42572, -0.16819, -1.01172], [6.20293, 0.94612, -0.78540], [3.53080, 0.87493, -0.96357], [3.99002, -0.00874, 0.57577], [3.38704, -0.86528, -0.78901], [5.47704, -0.35424, -2.05926], [5.82770, -1.08760, -0.52300], [6.44291, 1.04094, 0.15749], [-1.52269, -2.29668, -2.00126], [-1.90076, -2.42343, -0.48460], [-2.63487, -1.28700, -0.02775], [-0.53498, -1.84943, -2.21208], [-2.29350, -1.62746, -2.52218], [-1.47603, -3.24616, -2.53583], [-1.04818, -2.65026, 0.20450], [-2.56917, -3.24902, -0.43356], [-2.01189, -0.54145, -0.05867], [2.47246, 3.55928, 1.66697], [2.17638, 3.31602, 3.09563], [0.79044, 3.78959, 3.35361], [3.28102, 2.86687, 1.36501], [2.85988, 4.54688, 1.50279], [1.61459, 3.35639, 0.98509], [2.87498, 3.87145, 3.68376], [2.15159, 2.22491, 3.27909], [0.45380, 3.19944, 4.04465], [-1.50781, 5.70871, 4.97409], [-2.57098, 4.85580, 5.33317], [-2.94264, 3.96705, 4.31505], [-3.74437, 2.76249, 4.84497], [-2.88512, 1.96674, 5.74087], [-3.45275, 0.64225, 6.06887], [-3.51367, -0.34415, 4.89115], [-4.53219, 0.08989, 4.04012], [-4.60834, -0.54041, 2.77785], [-0.50332, 5.31728, 4.83639], [-1.56374, 6.48089, 5.73509], [-1.72938, 6.21559, 4.04625], [-2.02882, 3.63969, 3.77799], [-3.55690, 4.59302, 3.63995], [-4.19211, 2.19790, 4.00102], [-4.56234, 3.14779, 5.41141], [-1.96336, 1.92079, 5.31601], [-4.46549, 0.74744, 6.51852], [-2.81515, 0.19072, 6.78052], [-3.63874, -1.38333, 5.22060], [-2.49497, -0.31178, 4.34731], [-3.72113, -0.33732, 2.14682], [-5.51549, -0.15243, 2.32059], [-4.69033, -1.65894, 2.72082], [2.72431, -4.58400, 5.49006], [1.55869, -4.31866, 4.73811], [0.83563, -5.51174, 4.53889], [1.06402, -6.11611, 3.13929], [0.35944, -5.40876, 2.11557], [0.19906, -6.23742, 0.91656], [-0.19972, -5.44460, -0.35080], [-0.09912, -6.39040, -1.39433], [-0.50697, -5.79967, -2.61869], [3.15719, -5.50786, 5.05171], [2.47362, -4.75719, 6.56319], [3.44510, -3.73425, 5.34631], [-0.25381, -5.27227, 4.70668], [1.15168, -6.25946, 5.32031], [0.64397, -7.14462, 3.21782], [2.14869, -6.07904, 2.92010], [-0.57480, -5.12991, 2.46947], [-0.51931, -7.02830, 1.17291], [1.14250, -6.75047, 0.69139], [0.52298, -4.63327, -0.61919], [-1.21230, -4.94204, -0.26675], [-1.57077, -5.52965, -2.65054], [-0.37767, -6.57678, -3.38964], [0.10159, -4.90148, -2.85335], [-4.07943, 7.57067, -0.66817], [-4.40639, 7.30945, -1.98634], [-3.40872, 6.48106, -2.53749], [-3.69309, 6.12455, -4.02981], [-4.64236, 5.01978, -4.02208], [-4.96826, 4.63628, -5.39140], [-5.95069, 3.41864, -5.42512], [-6.08106, 2.86415, -6.72955], [-5.04946, 1.97143, -7.02446], [-4.77818, 8.18475, -0.17404], [-3.05005, 7.99002, -0.48414], [-4.00655, 6.62596, -0.13148], [-3.38431, 5.49470, -2.03492], [-2.42989, 6.90171, -2.34832], [-2.72085, 5.81850, -4.49204], [-4.11473, 6.95514, -4.61558], [-4.30759, 4.25762, -3.47793], [-4.09178, 4.54497, -6.00128], [-5.55203, 5.47920, -5.80913], [-6.91086, 3.81427, -5.08961], [-5.74414, 2.55660, -4.72335], [-4.10445, 2.52394, -6.93540], [-5.09628, 1.64903, -8.05890], [-4.95481, 1.15004, -6.32731], [0.98405, 7.11170, -3.75810], [0.07636, 7.37672, -4.75297], [-0.05877, 6.28711, -5.66416], [-0.93092, 6.75643, -6.78186], [-1.24577, 5.62942, -7.67549], [-1.86674, 6.09611, -8.96177], [-3.29472, 6.80089, -8.85240], [-4.12947, 5.93832, -8.14226], [-4.75114, 5.00341, -9.01841], [1.99667, 7.19577, -4.25437], [0.94127, 6.15702, -3.23411], [0.95514, 7.97612, -3.09801], [-0.53352, 5.44518, -5.17132], [0.85243, 6.01335, -6.20824], [-0.38584, 7.55248, -7.36925], [-1.85214, 7.20992, -6.40700], [-2.00696, 5.05925, -7.31166], [-1.85501, 5.24995, -9.63018], [-1.07651, 6.78216, -9.29614], [-3.66729, 6.90846, -9.89738], [-3.26692, 7.80417, -8.45377], [-5.20434, 5.58641, -9.86583], [-5.52454, 4.45836, -8.49336], [-3.97894, 4.32906, -9.41858], [-2.67842, -3.46724, 2.36913], [-2.60582, -4.75914, 2.92387], [-3.61330, -4.90213, 3.85931], [-3.43196, -6.24244, 4.53302], [-4.57892, -6.41043, 5.52032], [-4.70890, -7.70906, 6.21097], [-3.64891, -7.82623, 7.21788], [-4.00678, -8.95476, 7.96570], [-2.97529, -9.44252, 8.79601], [-3.64789, -3.18848, 1.91355], [-1.92169, -3.30478, 1.64984], [-2.53928, -2.65521, 3.11781], [-4.59694, -4.80808, 3.41953], [-3.61618, -4.08257, 4.57400], [-2.43921, -6.32534, 4.94789], [-3.51069, -7.04109, 3.77467], [-5.46598, -6.18067, 5.05403], [-4.64149, -8.58383, 5.46333], [-5.65539, -7.73638, 6.76959], [-3.59701, -6.94948, 7.84624], [-2.66282, -8.00341, 6.78756], [-3.38670, -10.34387, 9.27069], [-2.70043, -8.77029, 9.59652], [-2.06207, -9.57920, 8.21369], [-0.24610, 6.27579, 0.16500], [-1.34152, 5.42553, 0.03176], [-1.58155, 4.55954, 1.11935], [-2.90389, 3.93576, 0.93334], [-3.05672, 3.07881, -0.22963], [-4.38400, 2.46510, -0.33789], [-4.40678, 1.53477, -1.53930], [-3.85736, 2.25135, -2.65094], [-3.45015, 1.38921, -3.70396], [0.69622, 5.75585, 0.40331], [-0.32582, 7.07288, 0.88624], [-0.01357, 6.70401, -0.82067], [-1.66059, 5.15042, 2.03354], [-0.73655, 3.80025, 1.18756], [-3.72904, 4.66691, 0.91952], [-3.07909, 3.20487, 1.75392], [-2.89866, 3.63662, -1.04778], [-5.24822, 3.20050, -0.36471], [-4.54566, 1.84774, 0.52439], [-5.38216, 1.01999, -1.78554], [-3.61807, 0.75649, -1.29854], [-2.82183, 0.58128, -3.41831], [-2.89760, 1.98572, -4.42549], [-4.32609, 0.91189, -4.13964], [1.86519, -1.25505, 3.79630], [1.03291, -0.18417, 3.40879], [0.45831, -0.42983, 2.15578], [-0.30446, 0.81185, 1.80964], [-0.76954, 0.74876, 0.39648], [0.32599, 0.95277, -0.50846], [-0.06726, 1.73215, -1.77217], [0.02139, 3.13864, -1.55745], [-0.38747, 3.76844, -2.72692], [2.09647, -0.98525, 4.78120], [2.77908, -1.28586, 3.13380], [1.46713, -2.30583, 3.69912], [-0.05143, -1.39110, 2.19290], [1.27981, -0.53726, 1.38358], [0.36998, 1.73571, 1.85021], [-1.19674, 0.95014, 2.42547], [-1.43569, 1.51704, 0.28813], [0.77264, -0.04401, -0.83622], [1.22381, 1.42974, -0.06223], [-1.14204, 1.47600, -1.94276], [0.45924, 1.41266, -2.66091], [0.52829, 3.99558, -3.32016], [-0.89596, 4.67054, -2.47908], [-1.10050, 3.19943, -3.35442], [0.14574, -6.24758, -7.77722], [1.12258, -5.67566, -6.93857], [2.06668, -4.80250, -7.59312], [2.20605, -3.55280, -6.74807], [1.10674, -2.66233, -6.99536], [0.91941, -1.45653, -6.19425], [0.73038, -1.61863, -4.69569], [1.78482, -2.18951, -3.99344], [2.72989, -1.19437, -3.60047], [0.64025, -6.92684, -8.47569], [-0.31058, -5.44620, -8.45969], [-0.62185, -6.74458, -7.16491], [1.75712, -4.64326, -8.65879], [3.05735, -5.35660, -7.55077], [3.19794, -3.09175, -7.01521], [2.17131, -3.84474, -5.67804], [0.98539, -2.41975, -7.98809], [0.04628, -0.90888, -6.53688], [1.70913, -0.68950, -6.43104], [-0.12600, -2.30908, -4.58134], [0.39633, -0.63811, -4.42757], [3.54534, -1.70298, -3.05401], [2.25946, -0.50388, -2.90302], [3.06920, -0.59682, -4.41377], [3.04362, -3.69063, 1.12635], [4.42045, -3.55853, 0.97517], [5.16536, -4.70215, 1.45297], [6.62020, -4.34240, 1.23413], [7.48705, -5.17019, 2.07833], [8.80246, -5.25189, 1.50674], [9.84193, -5.80583, 2.41444], [9.61681, -7.20327, 2.66367], [10.49688, -7.66980, 3.66547], [2.56657, -2.91725, 0.49206], [2.70984, -3.51794, 2.16500], [2.66882, -4.69810, 0.84843], [4.77782, -5.59090, 0.91379], [5.03617, -4.92988, 2.52301], [6.69389, -3.28034, 1.56982], [6.83636, -4.42012, 0.17326], [7.01213, -6.08740, 2.18130], [9.05833, -4.20982, 1.28039], [8.79822, -5.90250, 0.56558], [9.92102, -5.21225, 3.32424], [10.84291, -5.67518, 2.01684], [11.51717, -7.73092, 3.24215], [10.13486, -8.66427, 4.01975], [10.54704, -7.01162, 4.55305]],
  "atomic_forces_ev_per_a": [[-1.017, -1.178, 0.290], [1.657, 0.121, -0.156], [-0.366, -0.305, -0.105], [0.151, -0.060, -0.128], [0.266, -0.291, 0.021], [0.527, 1.066, 0.265], [-0.696, 0.005, -0.253], [-0.357, 0.752, 0.529], [-0.103, -0.115, -0.458], [-0.293, 0.827, -0.915], [0.279, -1.464, -2.006], [0.422, 0.662, 1.335], [-0.094, 0.339, -0.184], [0.706, -0.216, 0.800], [-0.301, 0.252, 0.500], [-0.486, -0.363, 0.454], [-0.222, 0.181, 0.175], [0.255, -0.310, -0.107], [1.032, 0.242, -1.577], [0.157, 0.851, 1.241], [0.650, 0.180, -0.356], [-0.698, -0.112, 0.564], [-0.278, -0.309, 0.064], [0.014, 0.165, 0.788], [-0.295, -0.217, -0.409], [-0.158, -0.766, -0.498], [-0.311, 0.003, 0.098], [0.327, 0.042, 0.555], [-0.186, 1.960, 0.122], [0.459, -0.232, 0.358], [-0.272, -0.901, -0.146], [-0.421, 0.194, 0.420], [-0.138, 0.097, -0.991], [0.056, -0.709, 0.087], [0.484, -0.285, -0.534], [-0.381, -0.267, 0.109], [0.113, 0.813, 1.757], [1.945, 0.132, -0.376], [0.736, -0.305, 0.302], [-0.214, -0.303, 0.016], [-0.370, -0.259, -0.710], [0.090, -0.254, -0.425], [-0.109, -0.038, 0.183], [-0.565, -0.078, -0.612], [-1.543, 0.283, 0.013], [0.115, -0.449, 0.343], [-0.518, -1.448, 1.130], [1.119, 1.387, 0.472], [-0.041, 0.303, 0.184], [-0.050, 0.471, -0.226], [-0.057, -0.256, -0.233], [-0.183, -0.102, -0.989], [-0.003, 0.489, -0.175], [-0.541, -0.379, -0.497], [-0.189, 1.183, -0.179], [0.414, 0.868, -1.133], [0.111, -0.823, -0.189], [-0.315, 0.082, 0.444], [0.902, -1.016, 0.789], [-0.297, -0.076, 0.254], [-0.231, 0.326, -0.876], [-0.646, -0.725, 0.283], [0.328, 0.356, 0.363], [0.512, -0.925, -1.460], [-2.873, -0.490, -0.041], [1.611, -0.088, -0.123], [-0.206, 0.237, -0.041], [-0.089, 0.631, -0.214], [0.485, 0.263, 0.591], [0.457, 0.015, 0.847], [0.427, 0.500, 0.313], [-0.193, -0.110, 0.108], [-0.938, 1.020, 0.221], [0.762, -0.610, 0.829], [-0.318, -0.014, -0.487], [1.086, 0.480, -0.371], [-1.237, -0.202, -0.380], [-0.162, 0.526, -1.106], [1.458, 0.656, -0.389], [-0.514, -0.933, -0.499], [0.218, -0.477, -0.568], [-0.008, -0.682, 0.372], [0.578, 0.117, 0.166], [-0.260, 0.266, -0.654], [-0.361, -0.107, 0.066], [0.037, -0.637, -0.304], [0.505, 0.374, 0.295], [-0.781, 0.329, 0.543], [-0.098, -0.514, 0.181], [0.615, 0.061, -0.318], [0.673, -0.458, 1.112], [-0.296, -0.016, 0.018], [-1.141, -0.028, 0.563], [-0.261, 0.253, 0.199], [0.103, 0.113, -0.232], [-0.103, 0.790, 0.893], [0.608, 0.037, -0.461], [0.040, 0.313, 0.243], [-0.680, -0.503, 0.213], [-0.442, -0.102, 1.156], [-0.790, 1.113, -0.538], [-0.107, 0.660, 0.183], [0.348, 0.059, 0.449], [-1.019, 0.517, -0.397], [0.361, -0.630, -0.613], [0.323, 0.459, 0.555], [0.306, 0.189, -0.576], [-0.704, -0.759, 0.328], [0.892, -0.321, -0.288], [-0.464, 0.514, -0.673], [0.724, -0.012, -0.080], [-0.370, -0.502, 0.102], [0.783, -0.376, -0.345], [-0.161, -0.070, -0.605], [-0.045, 0.215, 0.054], [-0.307, -0.273, 0.733], [0.784, -0.860, -0.114], [0.047, 0.060, 0.382], [0.185, 0.461, 0.183], [-0.192, -0.428, 0.025], [1.850, -0.845, 0.976], [0.269, 0.202, -0.730], [-0.495, -0.768, -1.155], [0.375, -0.161, 1.282], [-0.507, 0.865, -1.105], [-1.691, -0.146, 0.972], [0.512, -0.300, 0.532], [-0.859, 0.171, 0.127], [1.243, 1.037, -0.076], [-1.056, 0.813, 0.191], [-0.676, 0.078, -0.678], [-0.249, -0.294, 0.344], [-0.133, 0.264, 0.239], [0.448, 0.415, -0.282], [-0.376, 0.290, 0.096], [0.201, -0.105, 0.325], [0.371, -0.774, 0.334], [0.663, -0.482, -0.586], [0.390, -0.330, -0.096], [-0.126, -0.152, -0.351], [0.345, 1.070, -0.394], [0.280, -0.149, -0.079], [-0.421, -0.205, -0.021], [-0.422, -0.509, 0.135], [2.591, 1.201, -0.426], [-1.222, -0.990, -1.011], [-0.288, 1.002, -0.401], [-0.857, 0.482, -1.127], [-1.085, 0.232, -1.038], [1.105, 1.456, 1.178], [1.738, -1.326, -1.591], [-0.864, 0.088, 0.334], [0.204, 0.822, -0.747], [-0.385, -0.467, 0.718], [-0.529, 0.004, -0.052], [-0.135, -0.252, 0.499], [0.192, -0.464, 0.209], [0.483, -0.224, 0.849], [-0.513, -0.819, 0.500], [0.031, 0.220, 0.229], [0.321, -0.010, 0.814], [-0.383, -0.238, -0.283], [-0.590, 0.178, -0.649], [0.198, 0.068, 0.461], [0.076, 0.062, 0.674], [0.213, -0.708, 0.556], [0.026, -0.088, 0.233], [-0.370, -0.085, -0.047], [-0.633, 1.376, 0.691], [0.326, 0.805, -0.874], [-0.239, -0.491, 1.016], [-2.464, -0.812, 0.220], [0.454, 0.286, -0.455], [-0.257, 0.359, -2.343], [0.738, -0.892, 0.693], [0.153, -0.526, 0.741], [-0.549, -0.190, -0.052], [0.225, -0.751, -0.034], [0.702, -0.392, -0.540], [0.072, -0.588, 0.132], [-0.514, -0.305, -0.593], [0.435, 0.165, 0.499], [0.106, 0.087, 0.692], [0.172, 0.176, -0.039], [0.752, -0.173, 0.132], [-0.278, 0.948, 1.115], [0.099, -0.015, -0.510], [0.002, 0.534, 0.234], [0.270, 0.150, -0.269], [0.539, 0.037, -0.353], [-0.126, 0.604, 0.363], [0.049, -0.570, -0.055], [1.498, -0.348, -0.862], [-0.352, 0.244, -0.388], [1.331, -0.101, -0.147], [-1.787, -1.870, 0.336], [0.114, -0.337, -0.355], [-0.763, 0.863, -0.536], [1.590, -0.923, -0.046], [-0.183, -0.336, -0.245], [-0.880, 0.785, -0.078], [-0.383, -0.300, 0.306], [-0.576, 0.359, 0.453], [-0.472, 0.115, 0.160], [0.438, -0.100, 0.244], [-0.972, 0.815, 0.141], [0.294, 0.201, 0.428], [0.047, 0.860, 0.103], [0.188, 0.081, -0.563], [0.895, -0.415, -0.077], [-0.126, -0.341, 0.685], [0.820, 0.750, 0.323], [-1.099, 0.289, -0.191], [0.841, -0.677, 0.873], [-0.230, 0.109, -0.219], [-0.144, 0.091, -0.393], [0.739, -0.804, -1.759], [-0.046, -0.677, 0.149], [1.360, 0.464, -0.868], [-0.377, 0.952, -1.477], [-0.270, 0.518, 0.931], [1.836, -0.855, -1.733], [-1.369, -0.984, 1.215], [0.094, -1.270, 0.377], [0.627, 0.556, -1.429], [0.793, -0.293, 1.596], [-0.534, 0.263, 0.658], [-0.323, 1.217, 0.325], [-0.686, 0.068, -0.214], [-0.547, -0.064, 0.671], [-0.777, -1.294, 0.657], [0.190, 0.028, 0.249], [0.010, 0.069, -0.221], [-0.734, 0.912, 0.186], [-0.481, 0.174, 0.145], [0.457, 0.219, -0.077], [0.567, 0.090, -0.193], [-0.748, -0.086, -0.034], [-0.276, 0.967, 0.354], [0.398, -0.145, 0.386], [0.057, 1.256, -1.160], [-0.166, 0.418, -0.044], [0.417, -1.601, 0.564], [0.561, 0.383, -0.295], [-1.489, 0.602, -0.427], [1.462, 0.624, -0.798], [-1.308, -1.529, -1.731], [0.692, 0.710, 0.473], [-0.177, -0.890, 1.242], [-0.234, -0.505, 0.048], [0.173, -0.902, 1.070], [0.382, 0.210, -0.296], [0.335, 0.161, 0.814], [-0.933, 0.664, -0.437], [-0.439, -0.233, 0.492], [0.355, 0.146, -0.720], [0.315, -0.336, 0.718], [-0.531, -0.329, -0.175], [0.005, -0.532, 0.558], [0.235, 0.232, 0.087], [0.138, 0.825, 1.186], [-0.287, 0.238, -0.544], [-0.154, 0.169, 0.217], [0.521, 0.260, -0.853], [-1.091, 0.049, 0.098], [0.931, -0.760, 0.558], [-0.712, 0.558, -0.421], [-0.446, 0.288, 0.865], [-1.410, -0.613, 0.130], [-0.034, -0.842, -1.266], [0.567, -0.581, 0.504], [-0.186, 1.053, 0.495], [0.129, -0.574, 0.194], [0.154, -0.490, 0.243], [0.158, -0.110, -0.172], [0.185, 0.451, -0.107], [0.531, 0.210, 0.001], [-0.344, 0.458, 0.040], [0.183, -0.610, -0.535], [0.282, 0.091, -0.302], [0.960, 0.615, -0.084], [0.296, -0.288, -0.322], [0.144, 1.024, 0.728], [-0.598, -0.176, 0.593], [0.317, -0.122, -0.725], [-0.241, -0.227, 0.291], [0.402, 0.683, -0.480], [-0.204, -0.045, -0.357]],
  "e_tot_ev": -142187.407,
  "e_lumo_ev": 0.26
}